[1]
The ion CH2N3O with charge -1. Source: the OMol25 dataset; level of theory: ωB97M-V/def2-TZVPD.

Each line ends with the Mulliken charge.
Element x y z (Å)
N: -0.788 1.839 1.510  -0.549
C: -0.294 1.024 0.845  0.323
N: 0.352 0.097 0.217  0.150
N: -0.312 -1.060 -0.267  -0.611
O: 1.488 0.585 -0.607  -0.786
H: -0.893 -0.831 -1.084  0.210
H: 0.445 -1.653 -0.614  0.263

Values from the calculation:
LUMO level	4.77	eV
HOMO	-0.097	hartree
total energy	-278.72786	hartree
largest force on an atom	3.63	eV Å⁻¹
gap between HOMO and LUMO	7.40	eV
energy above the lowest of the compared OMol25 structures with the same formula, charge and spin	115.2	kJ/mol
net charge	-1

=====

[2]
A cluster of 2 separate species, CH2N3O3 in total. Source: the OMol25 dataset; level of theory: ωB97M-V/def2-TZVPD.

Each line ends with the Mulliken charge.
Element x y z (Å)
C: -0.768 1.090 0.073  0.436
N: -0.168 2.044 0.374  -0.485
N: -1.576 0.161 -0.409  -0.579
N: 1.389 -0.632 0.098  0.953
O: 2.445 -0.029 -0.154  -0.628
O: 0.739 -1.218 -0.795  -0.733
O: 1.037 -0.623 1.313  -0.600
H: -0.978 -0.591 -0.810  0.400
H: -2.119 -0.202 0.310  0.236

Values from the calculation:
LUMO level	4.15	eV
HOMO	-0.168	hartree
total energy	-429.23086	hartree
largest force on an atom	3.51	eV Å⁻¹
gap between HOMO and LUMO	8.73	eV
energy above the lowest of the compared OMol25 structures with the same formula, charge and spin	268.5	kJ/mol
net charge	-1

=====

[3]
The ion CH2N3O4P with charge -2. Source: the OMol25 dataset; level of theory: ωB97M-V/def2-TZVPD.

Each line ends with the Mulliken charge.
Element x y z (Å)
N: -1.812 -0.256 -0.801  -0.760
P: -1.301 1.016 0.272  0.843
O: -2.113 0.710 1.532  -0.785
O: -1.389 2.385 -0.323  -0.742
N: 0.338 0.658 0.633  -0.216
N: 0.916 -0.823 0.429  -0.193
C: 2.321 -0.772 0.244  0.607
O: 2.460 -1.079 -0.977  -0.699
O: 3.109 -0.590 1.142  -0.680
H: -1.297 -0.182 -1.824  0.254
H: -1.233 -1.066 -0.327  0.372

Values from the calculation:
LUMO level (alpha / beta)	6.79 / 6.78	eV
HOMO (alpha / beta)	-0.048 / -0.040	hartree
total energy	-845.88573	hartree
largest force on an atom	7.49	eV Å⁻¹
gap between HOMO and LUMO (alpha / beta)	8.08 / 7.87	eV
energy above the lowest of the compared OMol25 structures with the same formula, charge and spin	147.8	kJ/mol
net charge	-2

=====

[4]
A cluster of 2 separate species, CH2N3O5 in total. Source: the OMol25 dataset; level of theory: ωB97M-V/def2-TZVPD.

Each line ends with the Mulliken charge.
Element x y z (Å)
C: -1.092 -0.427 -0.481  0.394
N: -1.112 1.030 0.015  1.018
N: -1.529 -1.296 1.046  0.347
N: 1.536 -0.073 0.213  0.060
O: -1.836 1.553 -0.762  -0.473
O: -0.462 1.358 0.971  -0.575
O: -0.601 -0.695 -1.499  -0.239
O: -1.736 -2.374 0.904  -0.096
O: 2.659 0.395 -0.238  -0.197
H: 1.141 0.725 0.785  0.339
H: 3.033 -0.195 -0.955  0.421

Values from the calculation:
LUMO level (alpha / beta)	-7.17 / -9.10	eV
HOMO (alpha / beta)	-0.532 / -0.496	hartree
total energy	-579.08292	hartree
largest force on an atom	2.82	eV Å⁻¹
gap between HOMO and LUMO (alpha / beta)	7.31 / 4.40	eV
energy above the lowest of the compared OMol25 structures with the same formula, charge and spin	30.7	kJ/mol
net charge	+1

=====

[5]
The molecule CH2N4O. Source: the OMol25 dataset; level of theory: ωB97M-V/def2-TZVPD.

Each line ends with the Mulliken charge.
Element x y z (Å)
H: -2.176 0.394 0.062  0.213
N: -1.728 -0.507 -0.023  -0.588
C: -0.472 -0.250 -0.018  0.438
N: 0.448 0.742 -0.003  0.090
N: 1.696 0.240 -0.011  -0.280
N: 1.633 -1.005 -0.016  0.039
O: 0.371 -1.359 0.009  -0.146
H: 0.228 1.745 0.000  0.235

Values from the calculation:
LUMO level	0.50	eV
HOMO	-0.355	hartree
total energy	-333.48141	hartree
largest force on an atom	2.83	eV Å⁻¹
gap between HOMO and LUMO	10.16	eV
energy above the lowest of the compared OMol25 structures with the same formula, charge and spin	174.3	kJ/mol

=====

[6]
The molecule CH2N4O. Source: the OMol25 dataset; level of theory: ωB97M-V/def2-TZVPD.

Each line ends with the Mulliken charge.
Element x y z (Å)
O: -1.929 -0.047 -0.052  -0.611
C: -0.735 -0.032 -0.086  0.372
N: 0.144 -1.066 -0.090  -0.030
N: 1.503 -0.541 -0.030  -0.227
N: 1.272 0.663 -0.082  -0.237
N: 0.026 1.009 -0.086  0.130
H: -0.095 -2.033 0.172  0.265
H: -0.185 2.047 0.254  0.338

Values from the calculation:
LUMO level	0.70	eV
HOMO	-0.369	hartree
total energy	-333.51358	hartree
largest force on an atom	6.71	eV Å⁻¹
gap between HOMO and LUMO	10.74	eV
energy above the lowest of the compared OMol25 structures with the same formula, charge and spin	89.9	kJ/mol

=====

[7]
The molecule CH2N4O2. Source: the OMol25 dataset; level of theory: ωB97M-V/def2-TZVPD.

Each line ends with the Mulliken charge.
Element x y z (Å)
O: -2.015 0.325 -0.019  -0.730
N: -0.769 -0.195 0.066  0.876
N: -0.328 -1.363 0.055  -0.580
C: 1.034 -1.202 -0.050  0.001
N: 1.422 0.102 -0.033  -0.531
N: 0.216 0.692 0.044  0.663
O: -0.085 1.976 -0.008  -0.541
H: 1.692 -1.994 -0.390  0.373
H: -1.167 1.659 0.336  0.470

Values from the calculation:
LUMO level	0.53	eV
HOMO	-0.375	hartree
total energy	-408.60413	hartree
largest force on an atom	4.25	eV Å⁻¹
gap between HOMO and LUMO	10.73	eV
energy above the lowest of the compared OMol25 structures with the same formula, charge and spin	476.3	kJ/mol

=====

[8]
The molecule CH2N4O2. Source: the OMol25 dataset; level of theory: ωB97M-V/def2-TZVPD.

Each line ends with the Mulliken charge.
Element x y z (Å)
O: -1.918 -0.273 0.004  -0.383
N: -1.122 0.800 0.111  -0.395
C: 0.042 0.444 -0.207  0.548
N: 1.200 1.397 -0.151  -0.166
N: 2.166 0.566 0.072  0.000
O: 1.860 -0.847 0.086  -0.109
N: 0.512 -0.902 -0.364  -0.241
H: -2.850 0.205 -0.132  0.395
H: 0.110 -1.390 0.580  0.351

Values from the calculation:
LUMO level	-0.27	eV
HOMO	-0.355	hartree
total energy	-408.58873	hartree
largest force on an atom	6.55	eV Å⁻¹
gap between HOMO and LUMO	9.39	eV
energy above the lowest of the compared OMol25 structures with the same formula, charge and spin	516.7	kJ/mol

=====

[9]
A cluster of 2 separate species, CH2N4O2 in total. Source: the OMol25 dataset; level of theory: ωB97M-V/def2-TZVPD.

Each line ends with the Mulliken charge.
Element x y z (Å)
C: 0.614 0.138 -0.156  0.581
H: 1.963 1.411 0.779  0.433
H: -1.673 1.252 -0.339  0.396
N: 1.320 -0.907 0.071  -0.338
N: 0.392 -1.941 -0.062  -0.319
N: -0.806 -1.434 -0.131  -0.370
N: -0.685 -0.219 -0.081  0.638
O: 0.923 1.354 -0.180  -0.632
O: -2.049 0.345 0.100  -0.389

Values from the calculation:
LUMO level	-1.60	eV
HOMO	-0.371	hartree
total energy	-408.56265	hartree
largest force on an atom	8.12	eV Å⁻¹
gap between HOMO and LUMO	8.50	eV
energy above the lowest of the compared OMol25 structures with the same formula, charge and spin	585.2	kJ/mol

=====

[10]
The molecule CH2N4O2. Source: the OMol25 dataset; level of theory: ωB97M-V/def2-TZVPD.

Each line ends with the Mulliken charge.
Element x y z (Å)
O: -0.372 2.150 -0.067  -0.562
C: 0.200 1.077 -0.162  0.452
N: 1.589 0.844 -0.182  -0.154
N: 1.767 -0.408 -0.215  -0.201
N: 0.585 -1.125 -0.114  -0.159
N: -0.393 -0.197 -0.105  0.380
O: -1.732 -0.518 -0.315  -0.401
H: 0.589 -1.687 0.722  0.272
H: -2.234 -0.136 0.437  0.372

Values from the calculation:
LUMO level	-0.33	eV
HOMO	-0.361	hartree
total energy	-408.67124	hartree
largest force on an atom	2.69	eV Å⁻¹
gap between HOMO and LUMO	9.50	eV
energy above the lowest of the compared OMol25 structures with the same formula, charge and spin	300.1	kJ/mol

=====

[11]
A cluster of 2 separate species, CH2N4O2 in total. Source: the OMol25 dataset; level of theory: ωB97M-V/def2-TZVPD.

Each line ends with the Mulliken charge.
Element x y z (Å)
H: 3.246 0.754 -2.128  0.235
N: 2.902 0.221 -1.311  -0.661
N: 1.839 0.617 -0.902  0.551
N: 1.043 0.464 -0.096  0.231
N: -0.126 0.366 0.511  -0.560
H: -0.380 1.290 1.027  0.218
O: -3.288 -0.197 1.051  -0.335
C: -2.851 -1.238 1.002  0.679
O: -2.385 -2.277 0.847  -0.359

Values from the calculation:
LUMO level (alpha / beta)	-0.05 / -0.05	eV
HOMO (alpha / beta)	-0.324 / -0.324	hartree
total energy	-408.65823	hartree
largest force on an atom	5.74	eV Å⁻¹
gap between HOMO and LUMO (alpha / beta)	8.76 / 8.76	eV
energy above the lowest of the compared OMol25 structures with the same formula, charge and spin	334.2	kJ/mol

=====

[12]
A structure of composition CH2N4O3. Source: the OMol25 dataset; level of theory: ωB97M-V/def2-TZVPD.

Each line ends with the Mulliken charge.
Element x y z (Å)
C: 1.217 -0.979 1.281  0.301
N: 1.895 -1.671 1.848  -0.313
N: 0.723 0.086 0.641  -0.022
N: -0.425 -0.033 -0.021  -0.165
N: -1.209 1.107 -0.280  1.102
O: -0.952 2.067 0.425  -0.563
O: -2.068 0.996 -1.111  -0.534
O: -0.027 -0.818 -1.520  -0.442
H: 1.422 0.878 0.401  0.299
H: -0.575 -1.632 -1.664  0.334

Values from the calculation:
LUMO level (alpha / beta)	-1.37 / -1.37	eV
HOMO (alpha / beta)	-0.399 / -0.399	hartree
total energy	-483.77534	hartree
largest force on an atom	4.93	eV Å⁻¹
gap between HOMO and LUMO (alpha / beta)	9.49 / 9.49	eV
energy above the lowest of the compared OMol25 structures with the same formula, charge and spin	277.8	kJ/mol

=====

[13]
A cluster of 2 separate species, CH2N4O3 in total. Source: the OMol25 dataset; level of theory: ωB97M-V/def2-TZVPD.

Each line ends with the Löwdin spin population.
Element x y z (Å)
C: -0.502 -2.164 -0.353  0.015
N: -0.371 -3.138 -0.943  0.063
N: -0.594 -1.103 0.499  0.163
N: -0.219 0.167 0.107  0.749
N: -1.996 0.914 0.206  0.458
O: -2.616 0.272 1.012  0.176
O: -2.260 1.788 -0.561  0.223
O: 0.122 0.338 -1.233  0.147
H: -1.137 -1.145 1.308  0.004
H: -0.051 1.354 -1.304  0.001

Values from the calculation:
LUMO level (alpha / beta)	-0.04 / -2.46	eV
HOMO (alpha / beta)	-0.289 / -0.409	hartree
total energy	-483.72135	hartree
largest force on an atom	4.88	eV Å⁻¹
gap between HOMO and LUMO (alpha / beta)	7.81 / 8.67	eV
energy above the lowest of the compared OMol25 structures with the same formula, charge and spin	230.8	kJ/mol
multiplicity	3

=====

[14]
The molecule CH2NO2. Source: the OMol25 dataset; level of theory: ωB97M-V/def2-TZVPD.

Each line ends with the Löwdin spin population.
Element x y z (Å)
N: 0.534 -0.187 -0.500  0.044
C: -0.614 0.002 0.280  0.026
O: -1.472 0.899 -0.038  0.705
O: -0.723 -0.746 1.230  0.218
H: 1.258 -0.384 0.183  0.004
H: 1.017 0.415 -1.156  0.003

Values from the calculation:
LUMO level (alpha / beta)	0.69 / -3.42	eV
HOMO (alpha / beta)	-0.418 / -0.407	hartree
total energy	-244.47772	hartree
largest force on an atom	2.54	eV Å⁻¹
gap between HOMO and LUMO (alpha / beta)	12.05 / 7.67	eV
energy above the lowest of the compared OMol25 structures with the same formula, charge and spin	46.0	kJ/mol
multiplicity	2

=====

[15]
The molecule CH2NO2P. Source: the OMol25 dataset; level of theory: ωB97M-V/def2-TZVPD.

Each line ends with the Mulliken charge.
Element x y z (Å)
C: -0.754 -0.603 -1.042  -0.101
N: -0.395 -0.450 0.161  -0.149
O: 2.159 1.245 0.832  -0.503
O: 1.163 0.964 1.729  0.004
P: -0.284 0.466 1.544  0.280
H: -0.617 -1.666 -1.539  0.197
H: -1.273 0.044 -1.686  0.272

Values from the calculation:
LUMO level (alpha / beta)	-1.07 / -1.06	eV
HOMO (alpha / beta)	-0.310 / -0.310	hartree
total energy	-585.70242	hartree
largest force on an atom	3.89	eV Å⁻¹
gap between HOMO and LUMO (alpha / beta)	7.36 / 7.37	eV
energy above the lowest of the compared OMol25 structures with the same formula, charge and spin	556.6	kJ/mol

=====

[16]
A cluster of 2 separate species, CH2NO2S in total. Source: the OMol25 dataset; level of theory: ωB97M-V/def2-TZVPD.

Each line ends with the Mulliken charge.
Element x y z (Å)
C: 2.125 -0.288 -0.131  0.047
N: -0.177 -0.590 -0.099  -0.640
O: 0.582 1.826 -0.141  -0.663
O: 1.043 -0.865 -0.093  0.022
S: 3.733 -0.176 0.094  -0.427
H: 1.208 1.664 0.594  0.283
H: 0.356 0.996 -0.284  0.380

Values from the calculation:
LUMO level (alpha / beta)	3.52 / 3.52	eV
HOMO (alpha / beta)	-0.079 / -0.076	hartree
total energy	-642.50673	hartree
largest force on an atom	8.13	eV Å⁻¹
gap between HOMO and LUMO (alpha / beta)	5.66 / 5.58	eV
energy above the lowest of the compared OMol25 structures with the same formula, charge and spin	724.8	kJ/mol
net charge	-1

=====

[17]
A cluster of 2 separate species, CH2NO3P in total. Source: the OMol25 dataset; level of theory: ωB97M-V/def2-TZVPD.

Each line ends with the Mulliken charge.
Element x y z (Å)
C: -0.632 -0.607 0.640  0.239
N: -1.478 -1.228 1.420  -0.868
O: 1.777 0.358 -1.639  -0.488
O: 1.774 2.667 -0.701  -0.516
O: 0.061 0.341 1.014  -0.561
P: 0.900 1.485 -1.133  -0.116
H: -0.668 -1.006 -0.416  0.098
H: -1.735 -2.010 0.815  0.212

Values from the calculation:
LUMO level	7.69	eV
HOMO	0.019	hartree
total energy	-661.14780	hartree
largest force on an atom	1.78	eV Å⁻¹
gap between HOMO and LUMO	7.17	eV
energy above the lowest of the compared OMol25 structures with the same formula, charge and spin	93.6	kJ/mol
net charge	-2

=====

[18]
A cluster of 2 separate species, CH2NO3P in total. Source: the OMol25 dataset; level of theory: ωB97M-V/def2-TZVPD.

Each line ends with the Löwdin spin population.
Element x y z (Å)
C: -1.446 0.519 -1.060  0.018
N: -2.262 1.417 -0.952  0.017
O: 1.789 -1.341 0.221  0.288
O: -0.328 -1.943 1.338  0.582
O: -0.662 -0.270 -1.336  0.106
P: 0.332 -2.036 0.010  0.983
H: 2.277 -1.092 -0.634  0.006
H: -2.678 2.353 -0.964  0.001

Values from the calculation:
LUMO level (alpha / beta)	0.48 / -2.80	eV
HOMO (alpha / beta)	-0.216 / -0.411	hartree
total energy	-661.01871	hartree
largest force on an atom	7.03	eV Å⁻¹
gap between HOMO and LUMO (alpha / beta)	6.37 / 8.39	eV
energy above the lowest of the compared OMol25 structures with the same formula, charge and spin	47.2	kJ/mol
multiplicity	3

=====

[19]
A cluster of 2 separate species, CH2NO3PS in total. Source: the OMol25 dataset; level of theory: ωB97M-V/def2-TZVPD.

Each line ends with the Mulliken charge.
Element x y z (Å)
C: 2.577 -1.357 -0.252  0.405
N: 2.776 -1.175 -1.375  -0.386
O: 0.084 0.372 -0.268  -0.410
O: -0.690 -1.450 1.269  -0.345
O: 1.041 0.073 2.078  -0.444
P: -0.237 0.114 1.271  0.536
S: 2.396 -1.774 1.338  -0.022
H: 0.671 1.152 -0.246  0.351
H: -1.194 -1.580 0.477  0.315

Values from the calculation:
LUMO level (alpha / beta)	-2.77 / -2.44	eV
HOMO (alpha / beta)	-0.358 / -0.352	hartree
total energy	-1059.29590	hartree
largest force on an atom	2.52	eV Å⁻¹
gap between HOMO and LUMO (alpha / beta)	6.96 / 7.14	eV
energy above the lowest of the compared OMol25 structures with the same formula, charge and spin	288.9	kJ/mol

=====

[20]
The ion CH2NO3S with charge -1. Source: the OMol25 dataset; level of theory: ωB97M-V/def2-TZVPD.

Each line ends with the Mulliken charge.
Element x y z (Å)
O: 0.245 -1.677 0.086  -0.701
C: 0.604 -0.461 0.110  0.630
O: 1.677 0.090 -0.025  -0.724
N: -0.578 0.350 0.188  0.125
O: -0.292 1.761 0.016  -0.497
S: -2.100 -0.246 0.038  -0.462
H: 0.677 1.789 -0.114  0.341
H: -1.199 -1.465 -0.209  0.288

Values from the calculation:
LUMO level	3.73	eV
HOMO	-0.110	hartree
total energy	-717.96197	hartree
largest force on an atom	4.57	eV Å⁻¹
gap between HOMO and LUMO	6.72	eV
energy above the lowest of the compared OMol25 structures with the same formula, charge and spin	208.6	kJ/mol
net charge	-1